One molecule with the formula C5H9NO3 at a distorted geometry, computed with ωB97M-V with the def2-TZVPD basis set.

```
18
Properties=species:S:1:pos:R:3:forces:R:3
C -2.917 0.399 -0.959 -0.30 -0.53 -0.24
C 2.208 0.796 -0.119 0.33 0.07 0.52
C 1.404 -1.450 0.322 -0.27 -0.16 0.12
N 1.097 -0.030 0.327 1.04 1.79 0.58
C -1.010 -0.142 0.330 -3.36 1.61 3.81
C 0.065 0.644 1.105 0.87 -2.02 -3.59
O -1.537 0.611 -0.653 0.62 -0.19 -0.11
O -1.540 -1.111 0.835 0.48 -0.35 -1.19
O 0.093 1.694 1.674 0.15 -0.57 -0.10
H -3.278 -0.544 -0.554 0.17 -0.06 0.00
H -3.510 1.196 -0.517 0.13 0.20 -0.10
H -3.018 0.375 -2.044 -0.01 0.17 0.11
H 2.462 0.577 -1.158 -0.08 -0.16 0.05
H 1.713 -1.768 -0.678 0.02 0.22 0.07
H 1.932 1.847 -0.042 0.06 -0.09 0.06
H 3.086 0.603 0.510 0.10 0.21 -0.16
H 2.213 -1.656 1.022 0.13 -0.10 0.07
H 0.539 -2.039 0.599 -0.08 -0.04 0.12
```
Forces are in eV/Å.

## Properties
- energy above the lowest of the compared OMol25 structures with the same formula, charge and spin (kcal per mole) = 65.89
- molecular weight (g/mol) = 131.131
- SMILES string = COC(=O)C(=O)N(C)C

Atomic partial charges in e from the Mulliken method, atoms 1 to 2: C -0.7092; C -1.0068